ORCA calculation (ωB97M-V/def2-TZVPD) on a gas-phase ion, C11H21FN5 (charge +1).

SMILES: CCCCn1nnc([C@H](F)CC)[n+]1N=C(C)C
Kohn-Sham gap (eV): 8.1

```
! wB97M-V def2-TZVPD RIJCOSX def2/J DEFGRID3
* xyz 1 1
F -2.1692 2.9259 -1.3562
N 0.4379 2.1815 -0.9731
N 1.5769 1.5105 -1.1592
N -0.5933 -1.2738 -1.7119
N 1.3382 0.2311 -1.4183
N 0.0056 -0.0768 -1.4450
C 2.5124 0.4030 1.7925
C -1.9767 2.8077 1.3815
C -1.3229 -1.7492 -0.6949
C -2.4052 1.4682 0.5920
C 2.8042 -1.3433 -0.1929
C -0.5518 1.1833 -1.1342
C -2.0675 1.5654 -0.9606
C 3.5202 -0.2007 0.6910
C -2.9134 -1.6854 -0.7920
C -0.7557 -2.4334 0.6064
C 2.4409 -0.7626 -1.6548
H 3.7853 0.6256 -0.0338
H 3.3930 -2.3000 -0.2460
H -0.9324 3.0550 1.0160
H 1.8082 -1.5334 0.3046
H -1.9075 0.5980 1.1127
H -3.2595 -1.1796 -1.7324
H -3.2480 -2.7741 -0.8374
H -2.7564 0.9715 -1.6191
H 2.0115 1.3554 1.4179
H -3.2885 -1.2212 0.1626
H -0.5314 -1.6837 1.4365
H 1.9944 -1.5668 -2.3016
H 1.6603 -0.3116 2.0187
H -1.5048 -3.1690 1.0468
H 3.0698 0.7143 2.7284
H -1.8893 2.6285 2.4918
H 0.1671 -3.0567 0.3744
H -2.7054 3.6441 1.1719
H 4.4092 -0.6313 1.2267
H -3.5193 1.3639 0.7701
H 3.3630 -0.2804 -2.0791
*
```

ORCA calculation (ωB97M-V/def2-TZVPD) on a gas-phase ion, C11H21N2O (charge +1).

Kohn-Sham gap (alpha / beta) (eV): 5.8 / 5.8
Relative energy (zero: lowest compared OMol25 entry of this formula, charge and spin) (kJ/mol): 489.05

```
! wB97M-V def2-TZVPD RIJCOSX def2/J DEFGRID3
* xyz 1 1
O -1.3304 0.5862 -2.1068
N -0.9622 -1.5911 0.5793
N -0.9876 -0.3756 -0.0986
C -1.7355 -2.7025 0.0837
C 0.2117 -1.1474 -0.1286
C 2.3327 0.2768 -0.0930
C -3.1149 1.5461 0.4881
C -3.2003 0.4602 -0.5828
C 1.5640 1.5125 -0.5647
C -2.4572 1.1620 1.7029
C -1.7776 0.1894 -1.0650
C 2.9757 -0.4281 -1.2869
C 3.4371 0.7197 0.8743
C 1.3956 -0.6847 0.6710
H 3.4677 -1.3467 -0.9756
H 3.7225 0.2169 -1.7418
H -4.1443 1.8455 0.7713
H -2.0656 1.9084 2.3759
H -2.6942 2.4765 0.0825
H 2.2528 2.2308 -1.0005
H -2.3747 0.1297 2.0042
H 4.1064 1.4190 0.3813
H 1.9631 -1.5694 0.9663
H -3.7884 0.8005 -1.4336
H 2.2407 -0.6666 -2.0516
H 0.4370 -1.6435 -1.0716
H -1.2316 -3.6155 0.3938
H 1.0328 -0.2024 1.5804
H -3.6381 -0.4533 -0.1806
H -1.8329 -2.6946 -1.0080
H 3.0146 1.2102 1.7478
H 1.0568 1.9929 0.2701
H 4.0217 -0.1348 1.2045
H -2.7263 -2.6842 0.5366
H 0.8291 1.2569 -1.3244
*
```

ORCA calculation (ωB97M-V/def2-TZVPD) on a molecular structure, C11H21N2O6PtS2.

Kohn-Sham gap (eV): 9.5
Relative energy (zero: lowest compared OMol25 entry of this formula, charge and spin) (kJ/mol): 0.00

```
! wB97M-V def2-TZVPD RIJCOSX def2/J DEFGRID3
* xyz 1 1
Pt 0.4174 -0.2599 -0.2707
S -0.2435 0.2837 -3.2113
S 2.4555 0.5563 0.4135
O -1.3309 -1.0581 -0.8707
O -0.1896 -0.9498 1.5697
O -3.0417 -2.2921 -0.1320
O 0.9023 0.2815 -2.1426
O -1.4067 1.5999 1.5245
O -1.7762 1.3367 3.7271
N 1.0574 2.9100 0.3844
N 3.1899 3.0957 0.8355
C 1.2189 4.3109 0.7859
C -0.2594 -0.1444 2.7298
C -0.1199 1.0273 -5.8667
C -1.2740 -1.9137 1.3775
C 0.9773 -2.0426 -4.1674
C -0.3494 -1.4160 -3.7836
C 2.2038 2.2397 0.5374
C 0.6384 1.0858 -4.5500
C -1.2101 1.0248 2.5623
C 2.7384 4.4843 0.7037
C -1.9827 -1.7433 0.0322
H 0.3822 1.6648 -6.5926
H 0.1708 2.4262 0.4469
H -1.1438 1.3876 -5.7613
H 3.0470 4.8968 -0.2586
H -0.5449 -0.7527 3.5867
H 0.8491 4.4547 1.8036
H -1.9911 -1.8278 2.1893
H 0.7399 0.2542 2.9000
H -2.3487 2.1106 3.6003
H 1.3883 -1.6141 -5.0812
H 4.1556 2.8168 0.8057
H -1.0714 -1.3876 -4.6043
H 1.7078 -1.9308 -3.3665
H -0.1446 0.0176 -6.2757
H -0.8210 -2.9042 1.4025
H 1.6259 0.6272 -4.5966
H 3.1354 5.1054 1.5017
H 0.8274 -3.1070 -4.3426
H -0.8339 -1.9217 -2.9486
H 0.7557 2.1123 -4.2008
H 0.6869 4.9802 0.1159
*
```

ORCA calculation (ωB97M-V/def2-TZVPD) on C11H21N3O3 in the gas phase.

SMILES: NCCCC[C@H](N)C(=O)N1CCC[C@H]1C(=O)O
Kohn-Sham gap (eV): 9.7
Relative energy (zero: lowest compared OMol25 entry of this formula, charge and spin) (kJ/mol): 327.48

```
! wB97M-V def2-TZVPD RIJCOSX def2/J DEFGRID3
* xyz 0 1
O -0.5142 -2.0391 3.1187
O -1.3761 -1.2543 1.1417
O -0.4285 1.6275 1.4423
N 1.3409 0.2182 0.7997
N -3.0604 -2.7013 -2.8216
N 1.9035 2.0672 -1.2034
C 0.4020 1.3100 0.6138
C -0.4746 -1.2334 2.0360
C 0.5272 1.9688 -0.7948
C -1.7877 0.8089 -1.2602
C -0.3311 1.1858 -1.7345
C 0.9501 -0.7126 1.8742
C -2.5315 -0.1686 -2.3467
C 2.9531 0.2952 2.5498
C 2.6835 0.7061 1.1094
C 1.5523 -0.0346 3.0757
C -2.1792 -1.6832 -2.1329
H -1.1106 -1.8363 -2.5687
H 3.5374 0.4323 0.5596
H 0.1319 2.9937 -0.6110
H -1.3737 -2.5119 3.0734
H 1.5738 -0.6616 3.9399
H -2.3656 1.7608 -1.0759
H -3.6026 -0.1719 -2.4115
H 1.0105 0.8971 3.1267
H 3.6582 1.1257 3.0115
H -4.0213 -2.4267 -2.6180
H 0.1668 0.2332 -2.0551
H 2.7386 1.8012 1.0668
H -2.9040 -3.5188 -2.2554
H 1.9307 2.4222 -2.1410
H -1.5561 0.5302 -0.3106
H -2.2369 0.0201 -3.4362
H 1.4717 -1.6675 1.6924
H -2.1100 -1.8837 -1.0172
H 3.5607 -0.6975 2.5566
H -0.4659 1.6424 -2.7421
H 2.3374 1.1566 -1.2513
*
```

ORCA calculation (ωB97M-V/def2-TZVPD) on C11H21N3O3 in the gas phase.

SMILES: NCCCC[C@H](NC(=O)[C@@H]1CCCN1)C(=O)O
Kohn-Sham gap (eV): 10.0
Relative energy (zero: lowest compared OMol25 entry of this formula, charge and spin) (kJ/mol): 132.23

```
! wB97M-V def2-TZVPD RIJCOSX def2/J DEFGRID3
* xyz 0 1
O -1.1410 1.5519 -1.1917
O 0.4322 3.0481 0.3115
O 1.9268 2.4969 1.7105
N -0.3859 0.1616 0.5392
N 2.8992 -2.1134 0.3944
N -2.8673 -0.8620 0.9622
C -4.9761 -0.1564 -0.1219
C -4.2561 -1.2461 0.8014
C 1.1396 2.1067 0.8900
C 1.6544 0.3574 -0.8613
C 4.1714 -1.5996 -0.0182
C 4.1332 -0.0489 -0.0083
C -3.8883 0.8393 -0.5434
C -2.6604 -0.0637 -0.3030
C 0.9836 0.6383 0.4935
C -1.3109 0.6126 -0.3477
C 3.2018 0.5943 -1.0004
H 2.9484 -2.4677 1.3588
H -2.6614 -0.7975 -1.1134
H 4.6496 -2.0147 -0.8842
H 2.5427 -2.8712 -0.1208
H -4.3317 -2.1911 0.2513
H 3.4335 1.6267 -1.0136
H -0.6695 -0.6881 1.0453
H 4.0838 0.3545 1.0194
H 4.9702 -1.8236 0.6768
H -0.1735 2.6906 -0.4204
H 1.1971 0.9929 -1.6333
H 3.3710 0.1915 -2.0059
H -5.3788 -0.6788 -0.9941
H -3.9161 1.2283 -1.5808
H -2.8083 -0.2310 1.7498
H 1.4225 -0.6512 -1.1863
H 5.1646 0.2329 -0.3456
H -3.8452 1.7518 0.1563
H 1.5382 0.0912 1.2231
H -5.8717 0.3027 0.3673
H -4.7217 -1.3651 1.7435
*
```

ORCA calculation (ωB97M-V/def2-TZVPD) on a molecular structure, C11H21N5SiV.

Kohn-Sham gap (alpha / beta) (eV): 7.9 / 8.6

```
! wB97M-V def2-TZVPD RIJCOSX def2/J DEFGRID3
* xyz 0 4
V -0.9064 -0.3883 1.5842
Si -1.6496 2.7007 -2.3217
N -0.9236 -2.3235 0.4640
N 1.1516 0.0854 1.4707
N 0.1183 -2.5918 5.5221
N 2.3155 -2.9145 6.5375
N -0.4455 -1.3782 3.4257
C -1.5421 0.6603 -0.1789
C -0.9988 1.9117 -3.8490
C -0.1169 -1.9494 4.4202
C -0.2830 3.9360 -1.8397
C 1.8128 -0.4016 0.2228
C 2.4105 -1.7872 0.3658
C -3.1163 3.8163 -2.5309
C 0.2328 -3.2279 0.6551
C 1.4849 -2.9175 -0.1291
C 1.3701 -2.6997 5.9363
C -1.8882 1.5180 -0.9930
H -3.3603 4.1679 -1.4458
H 3.4111 -1.8931 -0.1268
H -2.9012 4.7663 -3.0142
H 2.1046 -3.8324 -0.0712
H 2.5368 0.2881 -0.0993
H 0.7083 3.5558 -1.5394
H -1.5606 1.1866 -4.3801
H -1.1882 -2.3728 -0.4871
H 1.2646 -2.7111 -1.1929
H 1.3393 1.0822 1.4970
H -4.0480 3.4146 -2.8199
H -0.5081 2.7157 -4.4855
H 1.1025 -0.4613 -0.5143
H -0.0379 -4.2250 0.3783
H 1.5687 -0.3950 2.2891
H -0.7218 4.2963 -0.9283
H -1.6413 -2.7453 1.0183
H -0.1508 4.8731 -2.3861
H 2.7280 -1.9147 1.3806
H 0.5181 -3.1721 1.6882
H -0.1900 1.3269 -3.5228
*
```

ORCA calculation (ωB97M-V/def2-TZVPD) on a molecular structure, C11H22BeCaN8O9.

Kohn-Sham gap (alpha / beta) (eV): 5.4 / 5.4
Relative energy (zero: lowest compared OMol25 entry of this formula, charge and spin) (kJ/mol): 80.81

```
! wB97M-V def2-TZVPD RIJCOSX def2/J DEFGRID3
* xyz 1 2
Ca 3.4310 0.6635 0.2699
O -1.7114 -4.3974 0.6480
O 3.1226 1.4480 2.4068
O -2.7878 2.2737 0.9372
O 1.1113 0.2700 -0.2930
O 0.0181 -1.5855 0.1631
O -0.5300 -3.3050 2.9746
O 0.9387 0.2008 -3.2363
O 2.0743 -1.2712 0.7369
O 1.8481 5.1435 -5.4285
N 2.2276 -0.2250 3.5660
N -2.1145 0.3640 0.0269
N -1.6615 -1.5644 2.3822
N -2.4797 -2.9558 -0.8356
N -0.7514 2.1489 0.2917
N 3.2051 1.3286 4.5354
N -3.9217 -4.2662 0.1594
N -2.0748 -2.3958 4.3916
C 1.4088 1.5796 -5.2146
C -1.3287 -2.4558 3.2831
C 1.4289 3.7635 -3.5628
C 1.2861 1.4197 -3.8655
C 1.5919 2.8507 -5.8165
C 1.2100 2.5186 -3.0088
C -1.9217 1.6033 0.3950
C 2.8954 0.8731 3.4327
C 1.5425 3.9311 -4.9331
C -2.6690 -3.8818 0.0556
C 1.0251 -0.8830 0.2074
Be 0.9591 -3.8896 0.8311
H -1.3547 -0.2842 -0.1236
H 1.0021 0.1040 -2.2832
H -3.1374 -3.0286 -1.5986
H 1.5102 4.6987 -3.0288
H -0.6837 3.0998 0.6253
H 1.5758 3.0031 -6.8856
H 1.9873 -0.6420 2.6781
H 1.3933 0.6808 -5.8132
H 2.0912 -0.6696 4.4625
H -1.1892 -1.5019 1.4916
H 3.0377 0.7772 5.3649
H 1.0842 2.4541 -1.9381
H -2.8322 -1.7333 4.4783
H -4.6128 -4.1727 -0.5712
H -3.9417 -5.1119 0.7112
H -1.6948 -2.3282 -0.7352
H 3.8296 2.1210 4.5812
H 1.8813 5.8599 -4.7902
H 0.0748 1.5955 0.1152
H -3.0175 -0.0637 0.1745
H -1.9275 -3.1943 4.9924
H -2.4485 -0.9674 2.5926
*
```

ORCA calculation (ωB97M-V/def2-TZVPD) on a molecular structure, C11H22Cl2OPd.

Kohn-Sham gap (alpha / beta) (eV): 8.0 / 6.3

```
! wB97M-V def2-TZVPD RIJCOSX def2/J DEFGRID3
* xyz 0 5
Pd -0.4726 -1.0390 2.8600
Cl -2.1443 -1.1497 4.3122
Cl 1.5738 0.0888 2.7810
O 2.0519 -0.7069 -0.9654
C 2.1217 -2.8231 0.1085
C -2.1928 -0.9693 0.5559
C 3.5431 1.2711 -0.7242
C 2.7597 0.3176 -1.6239
C -2.8567 1.2925 -1.0026
C -3.2881 1.3599 0.4417
C -0.5983 2.1708 -0.9724
C -3.3021 -0.0199 1.1128
C -1.0237 -0.1759 0.2366
C -1.3485 1.0194 -1.0839
C 2.8016 -1.4719 -0.0555
H 3.4665 -0.1309 -2.3428
H -1.0242 0.3259 -1.8842
H -0.1050 -0.7410 -0.0418
H -2.5116 -1.4504 -0.3726
H 2.1325 -3.3646 -0.8403
H 2.6327 -3.4197 0.8599
H -3.0258 2.2305 -1.4814
H 4.5380 0.8688 -0.5558
H 1.9946 0.8796 -2.1869
H -3.1949 0.0749 2.1856
H -2.5800 2.0095 0.9669
H 3.0373 1.4195 0.2366
H -3.3841 0.4894 -1.5401
H -0.8401 2.8558 -0.1668
H -2.0213 -1.7649 1.3311
H 1.0966 -2.6717 0.4270
H -4.2778 -0.5087 0.9426
H 2.8131 -0.9588 0.9337
H -4.2881 1.8234 0.5420
H 0.4060 2.2336 -1.3777
H 3.6469 2.2430 -1.2305
H 3.8641 -1.6075 -0.3854
*
```

ORCA calculation (ωB97M-V/def2-TZVPD) on C11H22N6O4 in the gas phase.

SMILES: [H]/N=C(\N)NCCC[C@H](NC(=O)[C@@H](N)CCC(N)=O)C(=O)O
Kohn-Sham gap (eV): 9.5
Relative energy (zero: lowest compared OMol25 entry of this formula, charge and spin) (kJ/mol): 79.94

```
! wB97M-V def2-TZVPD RIJCOSX def2/J DEFGRID3
* xyz 0 1
O 0.0419 -0.9705 2.9847
O 2.3900 2.1076 0.5157
O 2.3932 -3.2309 -0.0960
O 0.3585 1.0400 2.1022
N 0.5993 -1.9166 0.1973
N -4.2564 0.3622 -0.9524
N -5.3331 -0.1432 1.0585
N -5.5878 2.0009 0.0182
N 4.1946 -1.2269 0.5219
N 4.4717 2.9391 0.1315
C -3.6892 -0.9776 -1.0780
C -2.1909 -0.9411 -1.0693
C 3.7934 1.0437 -1.1863
C 1.9415 -2.1278 0.0538
C 3.4427 2.0558 -0.1228
C 2.8295 -0.1399 -1.2404
C 0.1233 -0.2344 2.0015
C 2.8571 -0.8892 0.1141
C -5.0591 0.6992 0.1005
C -1.6598 -0.8678 0.3811
C -0.1113 -0.7072 0.5717
H 3.8282 1.5897 -2.1372
H -4.4559 0.8895 -1.7803
H 4.4463 3.5338 0.9728
H 5.4050 2.7584 -0.2533
H -6.0245 2.2789 0.9115
H -2.2619 -0.0575 0.8263
H 1.7987 0.1858 -1.4557
H 0.0857 -2.8265 0.3500
H 0.5973 1.4833 1.2669
H -4.0251 -1.4636 -2.0010
H 0.1498 0.0503 -0.1638
H -4.9226 2.7189 -0.2620
H 3.2393 -0.8314 -1.9922
H -4.0245 -1.6120 -0.2452
H 4.8455 0.6448 -1.0989
H -1.9721 -1.7839 0.8679
H -1.7947 -0.1113 -1.6536
H -1.8214 -1.8517 -1.5633
H 4.4362 -2.1438 0.1676
H 2.5561 -0.2354 0.9139
H -5.8439 0.3586 1.7948
H 4.2093 -1.4501 1.5270
*
```

ORCA calculation (ωB97M-V/def2-TZVPD) on 4 unconnected molecules or ions with the total composition C11H22N9O6S.

Kohn-Sham gap (eV): 5.7

```
! wB97M-V def2-TZVPD RIJCOSX def2/J DEFGRID3
* xyz 1 1
S -3.5776 3.9314 -2.8051
O 1.1141 0.8904 0.3445
O -5.4667 6.1632 -0.0946
O -2.1401 1.5407 -1.2972
O 1.6124 -0.8347 -2.8164
O 3.5638 -5.0661 -1.4552
O 2.3033 1.8167 3.0989
N -6.2175 2.6318 0.0219
N 3.1556 -0.1695 3.7741
N -5.5159 3.2173 -0.9232
N 2.0933 -6.7744 -1.6531
N 3.0275 -2.6041 -2.7599
N 2.1620 1.2341 5.2819
N 2.2227 -1.7120 -0.8173
N 3.4838 -6.6525 0.1585
N -6.1928 4.3162 -1.5200
C -5.9090 5.3419 -0.7886
C -4.2639 2.9360 -1.4122
C -1.2893 1.5375 -0.0858
C 0.2588 1.6486 -0.5178
C -5.4785 1.6154 0.5752
C 2.5257 1.0125 3.9936
C 0.7012 3.1761 -0.6824
C 2.2482 -1.6651 -2.1748
C 3.0783 -6.0973 -1.0121
C -3.4048 1.8412 -0.8641
C -4.1088 1.1357 0.2724
H 3.5563 -3.2933 -2.2470
H 1.3209 3.5648 0.1779
H -3.6593 0.2975 0.8676
H 3.4411 -0.3687 2.8298
H 1.6929 2.1010 5.4836
H 3.0721 -2.6014 -3.7647
H -0.2590 3.7943 -0.7068
H -6.0200 1.0585 1.4071
H 1.7668 -6.3926 -2.5252
H 3.3478 -0.8422 4.4933
H 2.3352 0.5886 6.0304
H 0.3083 1.1832 -1.5556
H 1.6815 -7.6216 -1.3077
H -1.5255 2.4287 0.5830
H 2.7332 -2.3817 -0.2710
H 3.0989 -7.4974 0.5390
H -1.4596 0.5614 0.4817
H 4.2140 -6.1783 0.6625
H 1.5339 1.4828 1.0077
H 1.6521 -1.0262 -0.3472
H -4.0272 3.3945 -3.9953
H 1.2098 3.3373 -1.6839
*
```

ORCA calculation (ωB97M-V/def2-TZVPD) on a molecular structure, C11H22NO7Ti.

Kohn-Sham gap (alpha / beta) (eV): 4.3 / 8.0

```
! wB97M-V def2-TZVPD RIJCOSX def2/J DEFGRID3
* xyz 0 4
Ti 0.4025 -0.7138 0.4221
O 0.4281 0.3100 -3.3703
O -1.2663 1.0056 0.4578
O -0.8283 -1.3364 -3.9224
O -2.0411 2.8909 1.4100
O 2.1249 0.5344 0.5883
O -3.4560 1.3550 0.8774
O -0.2929 -1.1144 -1.7616
N 0.7837 -3.0982 0.3096
C -0.6947 3.3159 1.6647
C -0.2202 -0.7275 -2.9129
C 2.5123 1.5428 1.4470
C 2.1925 1.2421 2.9191
C -3.7562 0.0681 0.3446
C -0.0505 -3.8834 0.3155
C -1.4129 -2.6034 -3.5928
C 3.9849 1.8365 1.3121
C 1.1136 1.1878 -2.4390
C -1.1152 -4.8737 0.3342
C -2.1709 1.6877 0.8859
H -0.0334 2.4615 1.7878
H 0.4286 1.9665 -2.1014
H 1.1396 0.9961 3.0796
H 2.4597 2.0972 3.5574
H 1.9430 2.4788 1.2304
H -1.2863 -5.1926 1.3628
H -2.2712 -2.4615 -2.9359
H -4.7752 0.1184 -0.0355
H 4.2728 1.9934 0.2725
H -0.6854 -3.2342 -3.0863
H -1.7206 -3.0276 -4.5401
H 4.2665 2.7067 1.9119
H 2.7753 0.3955 3.3038
H -0.7210 3.8819 2.5894
H 4.5605 0.9788 1.6770
H 1.4966 0.6718 -1.5585
H -2.0436 -4.4198 -0.0099
H 1.9464 1.6285 -2.9718
H -0.3367 3.9136 0.8295
H -3.0902 -0.1830 -0.4791
H -0.8666 -5.7165 -0.3046
H -3.6961 -0.6794 1.1318
*
```

ORCA calculation (ωB97M-V/def2-TZVPD) on a gas-phase ion, C11H22NSi (charge +1).

Kohn-Sham gap (alpha / beta) (eV): 7.8 / 7.5
Relative energy (zero: lowest compared OMol25 entry of this formula, charge and spin) (kJ/mol): 298.75

```
! wB97M-V def2-TZVPD RIJCOSX def2/J DEFGRID3
* xyz 1 1
Si 3.8014 0.1017 -0.0444
N -1.3701 -1.4872 0.5624
C 4.5711 -1.7025 -0.2455
C 0.7738 -0.5236 -0.3745
C -3.1275 1.4178 -0.9830
C -3.9344 -0.9595 -0.7875
C 4.0033 0.7099 1.7610
C -0.4629 -0.9972 -0.5419
C 1.9601 -0.2017 -0.2690
C -3.1954 0.1494 -0.0405
C -1.9574 -0.1862 0.6554
C 4.2431 1.5675 -1.1746
C -4.2398 0.5397 1.0759
H 3.2781 0.4427 2.4196
H -0.9038 -0.7748 -1.5295
H 4.7889 -1.7745 -1.3462
H 3.6807 2.5333 -0.7820
H -4.1441 2.0110 -1.0214
H 5.3469 1.6926 -1.3050
H 5.5115 -1.7276 0.3886
H -2.4469 2.2190 -0.7278
H -2.7831 1.0078 -1.9072
H -3.6318 1.2129 1.7461
H 4.0177 1.7601 1.9125
H -2.1715 -2.1011 0.3341
H -5.0418 -0.7367 -0.9907
H 3.9640 1.4167 -2.2590
H -4.4320 -0.4699 1.6286
H -1.4498 0.7172 1.0491
H -5.1499 1.1110 0.8303
H -4.0142 -1.9764 -0.1748
H 4.9667 0.2853 2.2551
H 3.8148 -2.3491 0.1622
H -0.8512 -1.8742 1.4219
H -3.4146 -1.0537 -1.6981
*
```

no.,molar mass (g mol⁻¹),calculated total energy (eV)
1,242.32,-21902.5535
2,197.30,-16764.4352
3,536.51,-51925.2365
4,243.31,-22358.6801
5,243.31,-22360.7037
6,302.35,-52761.6497
7,459.43,-60949.1613
8,347.62,-42330.3807
9,302.34,-28896.3111
10,408.42,-48286.5864
11,328.16,-50699.1901
12,196.39,-21119.6123